Model i:
Here is the ion C6H11N2O2S with charge +1 from the OMol25 dataset. Energies are from wB97M-V/def2-TZVPD.

Cartesian coordinates (Å):
C (1.1154, 1.1761, 0.3196)
C (1.9717, -0.0293, 0.3575)
C (-1.0607, 2.0741, 0.4124)
C (-2.1756, 1.4534, -0.5141)
C (-2.5136, -1.2463, -0.2228)
C (4.1006, -0.9745, -0.1307)
N (-0.1081, 1.0497, 0.5773)
N (-2.8778, -2.4329, 0.1606)
O (1.5030, -1.1179, 0.6325)
O (3.2749, 0.1680, 0.1299)
S (-3.2099, 0.1640, 0.3991)
H (1.5096, 2.0968, -0.0913)
H (-0.6817, 2.9795, -0.1986)
H (-1.6989, 2.4207, 1.2287)
H (-2.9093, 2.0400, -0.8756)
H (-1.6682, 0.9689, -1.2913)
H (-1.7252, -1.0270, -0.9556)
H (4.6971, -0.7228, -0.9327)
H (3.3330, -1.7959, -0.4996)
H (4.8601, -1.2962, 0.7378)
H (-2.3525, -3.3271, -0.2433)
H (-3.3837, -2.6214, 1.0003)

As for the LUMO energy: -4.345 eV. As for the charge: +1. The calculation puts the HOMO energy at -13.56 eV. The value obtained for the orbital gap is 0.339 hartree.

***

Model ii:
Here is the ion C6H11N2O2S with charge +1 from the OMol25 dataset. Energies are from wB97M-V/def2-TZVPD.

Cartesian coordinates (Å):
C (0.3162, 2.6102, -0.7281)
C (0.0089, -0.4602, 0.2317)
C (-0.8201, 2.9959, 0.2702)
C (-0.5447, 0.4706, -0.8479)
C (2.0326, -3.0917, 0.3183)
C (0.5145, -2.8252, 0.3101)
N (0.3670, 1.4579, -1.1056)
N (-1.4341, 1.7764, 0.6167)
O (0.2607, -0.1337, 1.3692)
O (0.1950, -1.6094, -0.3795)
S (-1.8781, -0.0970, -1.7535)
H (1.1479, 3.1714, -0.9854)
H (-0.1501, 3.4075, 1.0117)
H (-1.4455, 3.6514, -0.3973)
H (2.4247, -2.2668, 0.8577)
H (2.1569, -4.0660, 0.8484)
H (2.5422, -3.1660, -0.7496)
H (0.1396, -2.6795, 1.4081)
H (-0.3245, -3.5671, -0.0785)
H (-1.0302, 1.3338, 1.5699)
H (-2.4922, 1.9653, 0.6927)
H (-1.9868, 1.1222, -2.4791)

As for the LUMO energy: -4.247 eV. As for the charge: +1. The calculation puts the HOMO energy at -14.13 eV. The value obtained for the orbital gap is 0.363 hartree.

***

Of them, model ii has the lowest stability.